Entry 1:
Below is 5 unconnected molecules or ions with the total composition C38H68F3N5O2 at a distorted geometry, with properties calculated with the ωB97M-V functional and the def2-TZVPD basis.

Its energy is -2212.45405 a.u. The charge is 0. The HOMO energy comes out at -9.53 eV. Its SMILES is CCCCCCCCCCCN(CCCCCC)C(=O)OCCC(F)=C(F)F.CCCC#N.CCCC#N.CCCC#N.CCCC#N.

Cartesian coordinates (Å):
C 4.680 0.051 2.702
C 3.569 0.185 1.656
C 3.447 1.656 1.168
C 4.153 1.808 -0.173
C 4.195 3.231 -0.792
C 3.215 4.287 -0.239
C 3.891 5.382 0.615
C 3.659 5.237 2.122
C 2.171 5.374 2.492
C 1.557 4.136 3.183
C 0.167 3.909 2.593
N -0.681 3.062 3.441
C -1.971 2.755 2.746
C -2.763 3.992 2.350
C -2.595 4.456 0.892
C -3.123 3.446 -0.144
C -2.211 3.260 -1.360
C -0.725 3.057 -1.025
C -0.035 1.793 3.607
O 0.079 1.264 4.686
O 0.463 1.200 2.468
C -0.060 -0.104 2.243
C 0.213 -0.443 0.776
C -0.603 -1.603 0.334
F -1.716 -1.370 -0.420
C -0.284 -2.873 0.666
F -1.169 -3.841 0.936
F 1.005 -3.193 0.756
H 5.656 0.075 2.227
H 4.634 0.859 3.429
H 4.591 -0.885 3.248
H 3.889 -0.407 0.802
H 2.633 -0.163 2.080
H 3.881 2.274 1.944
H 2.388 1.852 1.021
H 5.187 1.495 -0.019
H 3.744 1.098 -0.886
H 4.009 3.119 -1.857
H 5.208 3.612 -0.705
H 2.351 3.867 0.266
H 2.825 4.817 -1.106
H 3.512 6.356 0.312
H 4.963 5.411 0.432
H 4.088 4.292 2.446
H 4.217 6.014 2.640
H 1.980 6.276 3.064
H 1.635 5.502 1.551
H 1.460 4.377 4.238
H 2.195 3.272 3.040
H -0.272 4.888 2.445
H 0.324 3.473 1.604
H -2.561 2.222 3.491
H -1.832 2.069 1.909
H -2.499 4.828 2.993
H -3.825 3.808 2.473
H -1.578 4.769 0.681
H -3.194 5.361 0.814
H -3.344 2.482 0.306
H -4.069 3.829 -0.506
H -2.284 4.078 -2.070
H -2.545 2.355 -1.866
H -0.568 2.513 -0.102
H -0.252 2.519 -1.843
H -0.226 4.021 -0.994
H 0.473 -0.837 2.842
H -1.132 -0.158 2.417
H -0.031 0.414 0.152
H 1.274 -0.627 0.645
C 0.322 -4.246 -4.705
C 0.811 -4.647 -3.319
C 1.765 -3.619 -2.700
C 2.955 -3.459 -3.540
N 3.890 -3.336 -4.194
H 1.146 -4.168 -5.415
H -0.368 -4.991 -5.091
H -0.197 -3.285 -4.675
H 1.314 -5.615 -3.379
H -0.049 -4.773 -2.658
H 2.074 -3.942 -1.706
H 1.275 -2.649 -2.602
C -8.973 5.587 -0.572
C -8.081 6.805 -0.364
C -6.593 6.496 -0.564
C -6.135 5.482 0.388
N -5.777 4.686 1.133
H -8.751 4.803 0.153
H -10.021 5.857 -0.451
H -8.845 5.172 -1.573
H -8.238 7.202 0.640
H -8.370 7.589 -1.066
H -5.993 7.395 -0.421
H -6.411 6.128 -1.575
C -1.763 -8.023 3.978
C -0.886 -7.212 3.031
C -1.622 -6.779 1.758
C -2.081 -7.946 1.000
N -2.440 -8.860 0.407
H -2.092 -8.954 3.515
H -1.212 -8.283 4.881
H -2.648 -7.457 4.274
H -0.007 -7.800 2.761
H -0.528 -6.319 3.547
H -0.963 -6.194 1.121
H -2.486 -6.162 2.007
C 2.356 -9.299 -4.509
C 3.138 -8.811 -5.723
C 2.911 -7.324 -6.018
C 1.499 -7.055 -6.300
N 0.392 -6.844 -6.518
H 1.280 -9.207 -4.665
H 2.568 -10.350 -4.315
H 2.623 -8.731 -3.616
H 2.858 -9.402 -6.596
H 4.204 -8.973 -5.556
H 3.498 -7.010 -6.881
H 3.216 -6.713 -5.166

Atom charges from the Löwdin analysis, given in e for atoms 1 to 2:
1 C -0.098
2 C -0.243

***

Entry 2:
Below is 6 unconnected molecules or ions with the total composition C38H68N2O13P at a distorted geometry, with properties calculated with the ωB97M-V functional and the def2-TZVPD basis.

As for the energy above the lowest of the compared OMol25 structures with the same formula, charge and spin: 0.000 eV. Its energy is -2917.56190 a.u. The charge is +1. The HOMO energy comes out at -10.42 eV.

Cartesian coordinates (Å):
C -5.536 2.470 -1.717
C -4.672 2.973 -0.547
P -3.216 1.895 -0.185
C -1.914 3.090 0.368
C -3.644 0.741 1.270
C -4.025 1.622 2.474
C -4.639 0.892 3.688
C -4.205 1.486 5.029
O -4.371 2.907 5.001
C -4.932 0.031 0.786
C -4.664 -1.079 -0.235
N -3.746 -2.126 0.339
C -3.145 -1.729 1.632
C -2.520 -0.331 1.540
C -1.707 -0.175 2.845
C -0.864 1.102 3.003
C 0.407 0.841 3.875
C 1.633 1.443 3.207
N 2.734 1.676 4.151
C -1.511 -0.430 0.362
O -0.691 -1.606 0.468
C 0.636 -1.403 0.705
C 1.246 -2.308 1.749
O 1.299 -0.617 0.114
H -6.061 3.333 -2.121
H -6.310 1.781 -1.388
H -4.935 2.058 -2.522
H -4.260 3.935 -0.848
H -5.329 3.182 0.300
H -2.000 3.409 1.403
H -2.046 3.956 -0.280
H -0.926 2.708 0.134
H -3.230 2.293 2.769
H -4.814 2.283 2.120
H -4.378 -0.168 3.701
H -5.725 0.949 3.646
H -4.847 1.139 5.833
H -3.171 1.222 5.261
H -3.517 3.300 4.798
H -5.477 -0.424 1.613
H -5.614 0.715 0.290
H -4.278 -0.691 -1.171
H -5.621 -1.548 -0.434
H -3.052 -2.420 -0.352
H -4.313 -2.955 0.512
H -2.394 -2.471 1.883
H -3.872 -1.777 2.434
H -2.312 -0.306 3.739
H -1.007 -1.011 2.864
H -1.416 1.848 3.562
H -0.506 1.502 2.061
H 0.520 -0.212 4.126
H 0.295 1.367 4.823
H 1.960 0.780 2.393
H 1.404 2.400 2.745
H 3.182 0.801 4.407
H 3.445 2.188 3.633
H -2.068 -0.537 -0.565
H -0.916 0.469 0.248
H 1.600 -1.727 2.594
H 2.125 -2.742 1.281
H 0.577 -3.098 2.077
O -3.924 -2.839 -3.908
C -2.979 -3.442 -3.500
O -2.748 -3.609 -2.163
C -1.476 -4.279 -1.964
C -1.204 -5.003 -3.267
C -1.862 -4.082 -4.294
H -0.719 -3.525 -1.746
H -1.554 -4.960 -1.118
H -0.144 -5.173 -3.441
H -1.708 -5.972 -3.268
H -1.183 -3.297 -4.630
H -2.260 -4.623 -5.147
O 1.581 -3.421 -2.437
C 2.779 -3.368 -2.370
O 3.575 -4.374 -2.784
C 4.955 -4.069 -2.481
C 5.004 -2.555 -2.347
C 3.614 -2.240 -1.799
H 5.224 -4.581 -1.555
H 5.587 -4.440 -3.285
H 5.820 -2.208 -1.717
H 5.122 -2.100 -3.331
H 3.578 -2.295 -0.710
H 3.240 -1.277 -2.134
O 4.651 3.706 2.723
C 5.749 3.748 3.205
O 6.848 4.072 2.493
C 8.026 3.937 3.310
C 7.528 4.036 4.744
C 6.133 3.427 4.637
H 8.485 2.970 3.094
H 8.729 4.724 3.052
H 8.179 3.537 5.460
H 7.449 5.084 5.036
H 6.147 2.342 4.759
H 5.427 3.871 5.333
O 6.397 -6.323 -6.457
C 5.317 -6.817 -6.319
O 5.067 -8.129 -6.549
C 3.663 -8.399 -6.399
C 3.134 -7.277 -5.516
C 4.038 -6.112 -5.910
H 3.203 -8.400 -7.389
H 3.537 -9.381 -5.951
H 2.072 -7.083 -5.656
H 3.294 -7.526 -4.465
H 3.648 -5.564 -6.768
H 4.221 -5.436 -5.080
O -4.061 7.169 -1.670
C -2.874 7.290 -1.593
O -2.012 6.319 -1.995
C -0.660 6.701 -1.677
C -0.692 8.217 -1.554
C -2.102 8.463 -1.023
H -0.373 6.215 -0.742
H 0.001 6.358 -2.470
H 0.098 8.611 -0.917
H -0.587 8.671 -2.540
H -2.146 8.412 0.066
H -2.522 9.402 -1.370

Atom charges from the Löwdin analysis, given in e for atoms 1 to 2:
1 C -0.156
2 C -0.398

***

Entry 3:
Below is 5 unconnected molecules or ions with the total composition C38H69Cl2FI2N10OP at a distorted geometry, with properties calculated with the ωB97M-V functional and the def2-TZVPD basis.

Its energy is -4068.58003 a.u. The charge is +1. The HOMO energy comes out at -9.82 eV.

Cartesian coordinates (Å):
C 0.740 2.455 3.437
C -0.085 1.781 2.858
C -1.181 1.059 2.088
C -2.731 1.430 2.276
C -2.930 1.832 3.767
C -2.446 0.853 4.920
N -1.665 1.579 5.985
N -3.603 0.432 1.480
C -4.001 -0.694 2.397
Cl -5.371 -0.269 3.565
C -4.478 -2.086 1.833
C -5.538 -2.122 0.667
Cl -3.131 -3.358 1.695
P -5.128 1.282 0.981
N -5.624 2.515 2.135
O -4.875 2.301 -0.358
C -2.527 0.084 0.421
C -2.844 -0.453 -1.027
F -4.032 -0.056 -1.680
C -2.702 -2.021 -1.303
C -2.407 -2.220 -2.881
C -1.160 0.996 0.449
C 0.014 -0.122 0.295
C 1.205 0.143 -0.701
C 0.965 -0.538 -2.135
C 0.699 0.467 -3.318
N 1.683 1.556 -3.467
C 1.259 2.624 -4.363
N 0.761 2.518 -5.542
N 1.494 3.986 -3.885
C -0.981 2.373 -0.229
I -2.093 2.801 -2.089
C -1.114 3.746 0.628
C 0.319 4.486 0.749
I -2.390 5.246 -0.370
H 1.504 2.880 4.134
H -1.167 0.026 2.577
H -3.069 2.375 1.727
H -2.346 2.799 3.931
H -3.983 2.122 4.082
H -3.363 0.438 5.458
H -1.847 -0.042 4.600
H -2.023 2.539 6.030
H -1.970 1.151 6.873
H -3.065 -0.942 2.996
H -5.048 -2.580 2.686
H -6.579 -2.065 1.122
H -5.485 -3.144 0.183
H -5.480 -1.314 -0.102
H -6.456 2.184 2.647
H -5.941 3.361 1.652
H -5.636 2.071 -0.938
H -2.173 -0.873 0.941
H -1.985 -0.066 -1.672
H -3.653 -2.597 -1.143
H -1.905 -2.522 -0.694
H -1.857 -1.353 -3.338
H -1.784 -3.147 -3.026
H -3.407 -2.417 -3.379
H 0.488 -0.368 1.296
H -0.383 -1.128 -0.058
H 2.075 -0.474 -0.289
H 1.633 1.177 -0.759
H 0.134 -1.297 -2.132
H 1.904 -1.118 -2.421
H 0.781 -0.163 -4.285
H -0.380 0.803 -3.308
H 2.579 1.171 -3.779
H 0.691 1.512 -5.749
H 2.035 3.977 -3.020
H 0.624 4.513 -3.815
H 0.069 2.504 -0.650
H -1.476 3.660 1.678
H 0.550 5.130 -0.138
H 1.065 3.636 0.887
H 0.322 5.040 1.734
C 6.829 2.524 -5.756
C 5.507 3.179 -5.369
C 5.444 3.565 -3.888
C 5.592 2.347 -3.039
N 5.704 1.404 -2.386
H 6.986 1.586 -5.219
H 6.840 2.293 -6.823
H 7.672 3.188 -5.543
H 4.688 2.493 -5.607
H 5.362 4.075 -5.976
H 4.487 4.040 -3.665
H 6.240 4.272 -3.643
C -1.840 -4.384 -6.891
C -0.327 -4.572 -6.883
C 0.382 -3.655 -5.882
C 0.123 -2.228 -6.226
N -0.077 -1.125 -6.496
H -2.118 -3.373 -7.198
H -2.304 -5.076 -7.596
H -2.264 -4.572 -5.901
H 0.060 -4.389 -7.890
H -0.098 -5.612 -6.636
H 1.458 -3.835 -5.903
H 0.026 -3.847 -4.867
C 0.478 -2.498 6.794
C 0.285 -3.754 5.951
C 1.004 -3.677 4.602
C 0.474 -2.533 3.812
N 0.075 -1.640 3.201
H 0.056 -1.615 6.307
H -0.024 -2.607 7.757
H 1.541 -2.315 6.973
H -0.786 -3.915 5.793
H 0.661 -4.616 6.505
H 0.850 -4.601 4.040
H 2.077 -3.537 4.754
C 5.937 -1.532 2.911
C 4.628 -0.841 3.281
C 4.585 -0.393 4.744
C 4.723 -1.578 5.641
N 4.838 -2.508 6.347
H 6.084 -2.449 3.486
H 5.935 -1.808 1.855
H 6.791 -0.874 3.089
H 3.797 -1.523 3.078
H 4.493 0.031 2.636
H 3.637 0.107 4.957
H 5.394 0.310 4.954

Atom charges from the Löwdin analysis, given in e for atoms 1 to 2:
1 C 0.132
2 C -0.079

***

| no. | frontier orbital gap (Eh) |
| --- | --- |
| 1 | 0.3607 |
| 2 | 0.2964 |
| 3 | 0.2696 |